--- one ---
Here is 3 unconnected molecules or ions with the total composition C4H15N2O2 from the OMol25 dataset. Energies are from ωB97M-V/def2-TZVPD.

```
! RIJCOSX wB97M-V def2-TZVPD def2/J DEFGRID3
* xyz 2 2
C -0.253 -0.617 -1.728
C 1.102 -0.032 -1.428
C 1.607 -0.144 -0.002
C 2.423 0.819 0.542
N 1.114 -1.172 0.682
N -1.439 -0.154 -0.820
H -0.525 -0.242 -2.719
H -0.577 -1.646 -1.870
H 1.739 -0.715 -2.014
H 1.160 0.968 -1.840
H 2.644 1.017 1.594
H 2.900 1.687 0.090
H 1.581 -1.326 1.574
H 0.918 -2.024 0.167
H -2.194 0.309 -1.322
H -1.784 -0.883 -0.170
H -1.151 0.479 -0.057
H -2.515 -1.615 2.107
H -3.326 -0.324 1.870
O -2.810 -1.002 1.428
H 0.592 2.068 1.272
H -0.864 2.646 1.488
O -0.343 1.905 1.157
*
```

Its HOMO energy (spin up / spin down) is -19.01 / -19.01 eV. The LUMO energy (spin up / spin down) comes out at -0.283 / -0.415 hartree. As for the expectation value of S²: 0.760.



--- two ---
Here is 3 unconnected molecules or ions with the total composition C4H15N2O2 from the OMol25 dataset. Energies are from ωB97M-V/def2-TZVPD.

```
! RIJCOSX wB97M-V def2-TZVPD def2/J DEFGRID3
* xyz 2 2
C -0.893 -2.845 0.172
C 0.394 -2.100 0.623
C 0.121 -0.681 0.355
C 0.179 -0.201 -0.964
N -0.122 1.170 -1.349
N -0.307 0.084 1.334
H -1.503 -3.211 0.998
H -0.743 -3.778 -0.395
H -1.586 -2.416 -0.566
H 1.254 -2.585 0.152
H 0.625 -2.368 1.655
H 0.383 -0.881 -1.780
H 0.092 1.452 -2.315
H -1.143 1.275 -1.311
H 0.460 1.885 -0.860
H -0.503 1.088 1.186
H -0.418 -0.297 2.274
H 3.147 2.608 -1.502
H 2.770 1.167 -1.455
O 2.402 2.047 -1.218
H -2.202 2.410 1.580
H -1.085 3.399 2.029
O -1.325 2.776 1.358
*
```

Its HOMO energy (spin up / spin down) is -19.40 / -19.45 eV. The LUMO energy (spin up / spin down) comes out at -0.275 / -0.419 hartree. As for the expectation value of S²: 0.763.



Which one sits at the top of the stability order? one does.



--- one ---
Here is a molecular structure, C4H13N2O2 from the OMol25 dataset. Energies are from ωB97M-V/def2-TZVPD.

```
! RIJCOSX wB97M-V def2-TZVPD def2/J DEFGRID3
* xyz -1 1
C 0.512 0.153 0.849
C -0.291 -0.453 -0.287
C -1.675 0.157 -0.390
O -2.486 -0.179 0.693
N 2.298 -0.474 0.722
C 2.843 0.751 -0.028
N 4.072 0.497 -0.741
H 0.614 1.225 0.708
H -0.038 -0.069 1.775
H 0.246 -0.093 -1.180
H -0.272 -1.542 -0.322
H -1.534 1.260 -0.442
H -2.176 -0.080 -1.332
H 1.564 -0.252 1.438
H 2.197 1.408 -0.604
H 3.042 1.120 0.989
H 4.484 -0.345 -0.341
H 3.773 0.153 -1.655
H -3.461 -0.264 0.266
H -5.426 -0.490 -0.357
O -4.522 -0.574 -0.667
*
```

Its HOMO energy is -3.72 eV. The LUMO energy comes out at 0.130 hartree.



--- two ---
Here is 2 unconnected molecules or ions with the total composition C4H13N2O2 from the OMol25 dataset. Energies are from ωB97M-V/def2-TZVPD.

```
! RIJCOSX wB97M-V def2-TZVPD def2/J DEFGRID3
* xyz -1 1
N -1.904 1.798 -0.420
C -0.480 1.812 -0.795
C 0.312 0.563 -0.722
N 0.677 0.166 0.680
C 0.131 -1.119 1.165
C -1.282 -1.687 0.698
O -1.676 -2.535 1.661
H -1.963 1.451 0.537
H -2.479 1.121 -0.908
H -0.412 2.206 -1.835
H -0.175 2.604 -0.053
H 1.311 0.688 -1.241
H -0.167 -0.314 -1.160
H 0.310 0.876 1.307
H 0.039 -1.235 2.263
H 0.907 -1.874 0.987
H -2.127 -0.938 0.577
H -1.115 -2.046 -0.374
H 3.136 -0.332 -0.052
H 3.292 -0.926 -1.457
O 3.666 -0.279 -0.859
*
```

Its HOMO energy is -2.50 eV. The LUMO energy comes out at 0.134 hartree.



Which one sits at the top of the stability order? two does.



--- one ---
Here is a gas-phase ion, C5H10NS (charge +1) from the OMol25 dataset. Energies are from ωB97M-V/def2-TZVPD.

```
! RIJCOSX wB97M-V def2-TZVPD def2/J DEFGRID3
* xyz 1 1
C -1.211 0.095 1.149
C 0.217 -0.571 1.378
C -1.064 1.299 0.295
C 1.204 -0.411 0.204
C 0.146 -0.486 -2.194
N 0.524 0.192 -0.975
S 1.339 0.854 -2.225
H -2.008 -0.548 0.754
H -1.313 0.336 2.180
H 0.552 0.011 2.177
H 0.086 -1.553 1.667
H -1.806 1.575 -0.431
H -0.344 2.146 0.483
H 2.113 0.212 0.367
H 1.802 -1.366 0.061
H 0.523 -1.566 -2.392
H -0.759 -0.219 -2.499
*
```

Its HOMO energy (spin up / spin down) is -13.19 / -13.19 eV. The LUMO energy (spin up / spin down) comes out at -0.202 / -0.202 hartree.



--- two ---
Here is 2 unconnected molecules or ions with the total composition C5H10NS from the OMol25 dataset. Energies are from ωB97M-V/def2-TZVPD.

```
! RIJCOSX wB97M-V def2-TZVPD def2/J DEFGRID3
* xyz 1 1
C -1.695 1.667 1.170
C -2.624 0.928 0.999
C 0.677 0.566 -1.335
C 1.719 0.930 -0.360
C 0.069 -1.558 -0.163
N -0.405 -0.314 -0.809
S 0.583 0.992 -2.881
H -0.917 2.355 1.342
H -3.475 0.318 0.888
H 2.449 0.123 -0.267
H 1.317 1.129 0.631
H 2.253 1.807 -0.718
H -0.786 -2.148 0.158
H 0.650 -2.144 -0.873
H 0.683 -1.329 0.704
H -1.013 0.228 -0.125
H -0.995 -0.558 -1.618
*
```

Its HOMO energy is -13.75 eV. The LUMO energy comes out at -0.176 hartree.



Which one sits at the top of the stability order? two does.